[1]
{
  "formula": "C6H13N",
  "method": "ωB97M-V with the def2-TZVPD basis set",
  "symbols": ["C", "C", "N", "C", "C", "C", "C", "H", "H", "H", "H", "H", "H", "H", "H", "H", "H", "H", "H", "H"],
  "positions_angstrom": [[0.27, 1.07, 2.50], [0.99, 0.47, 1.25], [0.06, 0.05, 0.23], [-0.15, 0.88, -0.94], [-0.91, -0.02, -1.90], [-0.41, -1.47, -1.66], [0.08, -1.37, -0.18], [-0.36, 0.25, 2.85], [-0.43, 1.86, 2.18], [0.96, 1.54, 3.20], [1.70, 1.29, 1.06], [1.51, -0.41, 1.61], [0.74, 1.41, -1.35], [-0.84, 1.68, -0.61], [-1.98, -0.01, -1.69], [-0.80, 0.29, -2.96], [0.47, -1.69, -2.24], [-1.30, -2.09, -1.73], [-0.66, -1.89, 0.44], [1.05, -1.85, -0.07]],
  "lowdin_charge": [-0.0958, -0.2601, -0.1824, -0.2090, -0.1846, -0.1501, -0.1750, 0.0627, 0.0690, 0.0621, 0.1066, 0.1016, 0.1178, 0.1115, 0.1053, 0.1095, 0.1002, 0.1022, 0.1072, 0.1013],
  "e_tot_ha": -291.12840,
  "homo_lumo_gap_ev": 9.1,
  "homo_energy_ev": -8.0,
  "e_above_lowest_ev": 0.826
}

[2]
{
  "formula": "C6H13N",
  "method": "ωB97M-V with the def2-TZVPD basis set",
  "symbols": ["C", "C", "C", "C", "C", "C", "N", "H", "H", "H", "H", "H", "H", "H", "H", "H", "H", "H", "H", "H"],
  "positions_angstrom": [[-0.86, 1.85, 1.21], [-1.16, 1.87, -0.37], [-1.12, 0.38, -0.91], [0.32, -0.24, -1.02], [0.83, -1.03, 0.01], [2.29, -1.27, -0.05], [-0.26, -1.70, 0.82], [-1.47, 1.11, 1.59], [0.08, 1.33, 1.19], [-0.83, 2.89, 1.64], [-2.10, 2.41, -0.42], [-0.31, 2.30, -1.00], [-1.52, 0.50, -2.01], [-1.96, -0.15, -0.33], [0.89, 0.14, -1.79], [2.77, -1.35, 0.89], [2.75, -0.60, -0.65], [2.75, -2.22, -0.48], [-0.97, -1.21, 1.27], [-0.03, -2.66, 1.10]],
  "lowdin_charge": [-0.0961, -0.2459, -0.2273, -0.0704, -0.2858, -0.0728, 0.0647, 0.0194, 0.0410, 0.0879, 0.0839, 0.1097, 0.1210, 0.1067, 0.0694, 0.0604, 0.0295, 0.1025, 0.0223, 0.0799],
  "e_tot_ha": -291.06106,
  "homo_lumo_gap_ev": 9.0,
  "homo_energy_ev": -7.9,
  "e_above_lowest_ev": 2.658
}

[3]
{
  "formula": "C6H13N",
  "method": "ωB97M-V with the def2-TZVPD basis set",
  "symbols": ["C", "C", "C", "C", "C", "C", "N", "H", "H", "H", "H", "H", "H", "H", "H", "H", "H", "H", "H", "H"],
  "positions_angstrom": [[-1.36, -1.80, -1.23], [-1.15, -0.67, -0.23], [0.11, 0.31, -0.21], [-0.08, 2.65, 0.68], [0.56, 1.28, 0.86], [2.00, 1.05, 1.21], [-0.40, -2.96, -1.13], [-1.53, -1.61, -2.30], [0.06, 3.15, -0.30], [-1.91, 0.08, -0.09], [-1.03, -1.15, 0.73], [-0.09, 0.64, -1.18], [0.77, -0.49, -0.23], [0.24, 3.45, 1.33], [-1.23, 2.68, 0.78], [2.77, 1.01, 0.37], [2.23, 0.04, 1.73], [2.38, 1.83, 1.89], [0.39, -2.45, -0.99], [-0.68, -3.34, -0.28]],
  "mulliken_spin": [0.7267, -0.0072, 0.0671, 0.0145, 0.0740, 0.0036, -0.0107, 0.0355, 0.0115, 0.0223, 0.0064, 0.0020, -0.0097, 0.0026, 0.0018, 0.0155, 0.0048, 0.0031, 0.0209, 0.0154],
  "e_tot_ha": -290.68464,
  "homo_lumo_gap_ev": [5.5, 7.3],
  "charge": 1,
  "homo_energy_ev": [-12.7, -14.0],
  "e_above_lowest_ev": 5.281,
  "multiplicity": 2,
  "s2": 0.774
}

[4]
{
  "formula": "C6H13N",
  "method": "ωB97M-V with the def2-TZVPD basis set",
  "symbols": ["C", "C", "C", "C", "C", "C", "N", "H", "H", "H", "H", "H", "H", "H", "H", "H", "H", "H", "H", "H"],
  "positions_angstrom": [[0.29, -1.15, 1.78], [1.04, -1.52, 0.35], [1.30, -0.25, -0.55], [0.28, 0.98, -0.47], [0.40, 2.04, 0.48], [-1.97, 0.25, -1.30], [-0.69, 1.10, -1.44], [0.57, -0.35, 2.39], [0.10, -2.18, 2.22], [-0.71, -0.82, 1.53], [0.46, -2.38, -0.08], [2.06, -1.70, 0.58], [2.37, 0.08, -0.37], [1.29, -0.69, -1.63], [-0.41, 2.66, 0.58], [1.26, 2.17, 1.27], [-1.69, -0.70, -1.66], [-2.22, 0.19, -0.22], [-2.77, 0.29, -2.00], [-0.98, 1.98, -1.45]],
  "mulliken_spin": [0.0261, -0.0208, 0.0553, 0.1218, 0.4786, 0.0243, 0.2914, -0.0074, 0.0022, -0.0086, 0.0001, 0.0015, 0.0074, -0.0021, 0.0320, 0.0054, 0.0025, 0.0091, -0.0029, -0.0159],
  "e_tot_ha": -290.74677,
  "homo_lumo_gap_ev": [10.7, 7.3],
  "charge": 1,
  "homo_energy_ev": [-15.1, -15.1],
  "e_above_lowest_ev": 3.590,
  "multiplicity": 2,
  "s2": 0.770
}

[5]
{
  "formula": "C6H13N2",
  "method": "ωB97M-V with the def2-TZVPD basis set",
  "symbols": ["C", "C", "C", "C", "C", "C", "N", "N", "H", "H", "H", "H", "H", "H", "H", "H", "H", "H", "H", "H", "H"],
  "positions_angstrom": [[-1.89, 1.53, -0.80], [-1.62, 0.37, -0.12], [1.42, 1.24, -0.01], [1.73, 0.73, 1.40], [1.65, -0.18, -0.39], [-1.28, -2.02, -0.29], [2.25, -0.51, 0.77], [-1.11, -0.69, -0.77], [-2.67, 2.15, -0.36], [-1.83, 1.53, -1.89], [-1.77, 0.29, 0.93], [0.45, 1.64, -0.25], [2.12, 2.00, -0.48], [2.46, 1.33, 1.95], [1.01, 0.47, 2.26], [1.55, -0.85, -1.22], [-0.49, -2.61, -0.78], [-1.08, -2.00, 0.86], [-2.35, -2.44, -0.43], [2.41, -1.41, 1.34], [-0.96, -0.58, -1.73]],
  "lowdin_charge": [-0.0012, -0.2641, -0.0802, -0.1202, 0.0296, -0.0974, 0.1130, -0.1198, 0.0634, 0.0642, 0.1152, 0.0689, 0.1662, 0.1219, 0.1615, 0.1305, 0.0811, 0.1113, 0.1190, 0.2160, 0.1210],
  "e_tot_ha": -345.55322,
  "homo_lumo_gap_ev": 6.9,
  "charge": 1,
  "homo_energy_ev": -11.6,
  "e_above_lowest_ev": 3.886
}

[6]
{
  "formula": "C6H13N2",
  "method": "ωB97M-V with the def2-TZVPD basis set",
  "symbols": ["C", "C", "C", "N", "C", "C", "N", "C", "H", "H", "H", "H", "H", "H", "H", "H", "H", "H", "H", "H", "H"],
  "positions_angstrom": [[-1.01, -0.93, 1.80], [-0.58, -0.73, 0.31], [-1.14, 0.56, -0.15], [0.01, 1.22, -0.85], [-0.09, 2.40, -1.54], [1.10, 0.51, -0.51], [0.84, -0.64, 0.14], [1.58, -1.91, 0.31], [-0.62, 0.01, 2.31], [-0.37, -1.80, 2.11], [-2.04, -1.32, 1.84], [-0.94, -1.59, -0.16], [-2.06, 0.42, -0.91], [-1.43, 1.37, 0.53], [0.77, 2.76, -2.05], [-0.89, 2.35, -2.35], [-0.42, 3.29, -0.99], [2.08, 0.59, -0.88], [0.94, -2.59, -0.21], [1.63, -2.10, 1.33], [2.66, -1.89, -0.07]],
  "lowdin_charge": [-0.0020, -0.3560, -0.0582, -0.1105, -0.0612, 0.0479, -0.0725, 0.0405, 0.1167, 0.0843, 0.1028, 0.1303, 0.1927, 0.1433, 0.0968, 0.1315, 0.1099, 0.1611, 0.1003, 0.0610, 0.1413],
  "e_tot_ha": -345.64469,
  "homo_lumo_gap_ev": 10.1,
  "charge": 1,
  "homo_energy_ev": -13.5,
  "e_above_lowest_ev": 1.397
}

[7]
{
  "formula": "C6H13N2",
  "method": "ωB97M-V with the def2-TZVPD basis set",
  "symbols": ["C", "C", "C", "C", "C", "N", "N", "C", "H", "H", "H", "H", "H", "H", "H", "H", "H", "H", "H", "H", "H"],
  "positions_angstrom": [[0.14, 1.04, 2.10], [0.81, 0.13, 1.08], [0.70, 0.21, -0.44], [-0.31, 1.14, -0.98], [-1.19, 0.52, -2.11], [-1.75, 0.76, -0.77], [0.16, -0.93, 0.32], [0.84, -2.18, 0.15], [-0.33, 0.50, 2.88], [-0.62, 1.59, 1.55], [0.98, 1.66, 2.54], [1.82, -0.20, 1.26], [1.58, 0.11, -1.11], [0.09, 2.18, -1.15], [-1.66, 1.06, -2.93], [-1.03, -0.52, -2.21], [-2.43, 1.48, -0.73], [-0.86, -1.06, 0.37], [1.44, -2.34, 0.98], [0.14, -3.07, -0.04], [1.47, -2.08, -0.76]],
  "lowdin_charge": [0.0167, -0.1823, -0.1437, -0.2286, -0.0726, 0.0235, -0.0479, 0.0146, 0.0741, 0.0747, 0.1269, 0.1472, 0.1846, 0.1733, 0.1194, 0.0835, 0.0981, 0.1935, 0.0773, 0.1467, 0.1210],
  "e_tot_ha": -345.58795,
  "homo_lumo_gap_ev": 11.2,
  "charge": 1,
  "homo_energy_ev": -13.8,
  "e_above_lowest_ev": 2.940
}

[8]
{
  "formula": "C6H13N2O",
  "method": "ωB97M-V with the def2-TZVPD basis set",
  "symbols": ["C", "C", "C", "C", "C", "C", "N", "N", "O", "H", "H", "H", "H", "H", "H", "H", "H", "H", "H", "H", "H", "H"],
  "positions_angstrom": [[-0.70, 1.10, 0.49], [1.23, -0.67, 1.83], [-0.70, 2.58, -1.45], [-1.54, 1.59, -0.62], [-0.31, -1.07, -0.42], [0.45, -2.30, 0.08], [-0.14, -0.04, 0.58], [1.66, -1.77, 0.73], [2.00, 0.21, 2.05], [0.52, -1.15, 2.50], [-0.64, 3.54, -0.96], [-1.17, 2.72, -2.42], [0.31, 2.21, -1.61], [-1.89, 0.77, -1.25], [-2.41, 2.11, -0.22], [-1.36, -1.32, -0.56], [0.10, -0.73, -1.37], [-0.13, -2.83, 0.84], [0.69, -2.99, -0.73], [2.27, -1.27, 0.07], [2.21, -2.50, 1.19], [-0.46, 1.81, 1.28]],
  "lowdin_charge": [-0.0747, -0.3190, -0.0671, -0.1941, -0.1539, -0.1201, 0.0255, 0.1013, 0.0847, 0.1530, 0.0852, 0.0839, 0.0791, 0.1047, 0.1286, 0.1404, 0.1407, 0.1387, 0.1411, 0.1857, 0.1838, 0.1525],
  "e_tot_ha": -420.89075,
  "homo_lumo_gap_ev": 11.1,
  "charge": 1,
  "homo_energy_ev": -14.1,
  "e_above_lowest_ev": 1.693
}

[9]
{
  "formula": "C6H13N2O4",
  "method": "ωB97M-V with the def2-TZVPD basis set",
  "symbols": ["C", "C", "C", "C", "C", "C", "N", "N", "O", "O", "O", "O", "H", "H", "H", "H", "H", "H", "H", "H", "H", "H", "H", "H", "H"],
  "positions_angstrom": [[-2.90, -0.11, 0.20], [0.42, -1.30, -0.90], [0.76, 1.10, 0.75], [1.47, 0.84, -0.53], [-0.73, -1.16, 0.04], [2.90, 0.33, -0.25], [-3.78, 0.78, -0.28], [-1.75, -0.37, -0.40], [0.78, -0.05, -1.43], [-0.22, 2.02, 0.77], [-0.96, -1.91, 1.13], [2.87, -0.63, 0.79], [-3.12, -0.64, 1.11], [1.27, -1.78, -0.39], [0.15, -1.89, -1.78], [1.16, 0.70, 1.67], [1.52, 1.76, -1.12], [3.53, 1.18, 0.03], [3.29, -0.11, -1.18], [-4.69, 0.87, 0.13], [-3.60, 1.27, -1.14], [-1.50, 0.16, -1.24], [-0.43, 2.28, 1.68], [-0.21, -2.48, 1.32], [3.78, -0.84, 1.04]],
  "lowdin_charge": [-0.1144, -0.1301, -0.1118, -0.2817, -0.2839, -0.1826, 0.1605, 0.1429, -0.1014, 0.0390, 0.1209, -0.0699, 0.1550, 0.1320, 0.1522, 0.1258, 0.1669, 0.1352, 0.1363, 0.1243, 0.1261, 0.1855, 0.1240, 0.1405, 0.1087],
  "e_tot_ha": -646.55710,
  "homo_lumo_gap_ev": [7.2, 7.6],
  "charge": 1,
  "homo_energy_ev": [-10.7, -10.6],
  "e_above_lowest_ev": 2.759
}

[10]
{
  "formula": "C6H13N2OS",
  "method": "ωB97M-V with the def2-TZVPD basis set",
  "symbols": ["C", "C", "C", "C", "C", "C", "N", "N", "O", "S", "H", "H", "H", "H", "H", "H", "H", "H", "H", "H", "H", "H", "H"],
  "positions_angstrom": [[-1.45, 0.09, -0.07], [0.03, 2.14, -0.09], [0.85, 0.69, 0.13], [1.81, 0.49, 1.21], [-2.30, -2.16, 0.45], [1.54, 0.46, -1.27], [-0.21, -0.24, 0.24], [-2.47, -0.69, 0.00], [2.20, -0.81, -1.34], [-1.61, 1.74, -0.61], [-0.16, 2.59, 0.90], [0.66, 2.72, -0.73], [2.44, -0.37, 0.95], [1.20, 0.34, 2.14], [2.30, 1.41, 1.31], [-3.17, -2.56, -0.10], [-1.36, -2.58, 0.07], [-2.22, -2.29, 1.56], [2.35, 1.22, -1.28], [0.87, 0.50, -2.09], [0.00, -1.00, 0.82], [-3.46, -0.40, -0.07], [2.16, -1.28, -2.13]],
  "lowdin_charge": [-0.5976, -0.3392, -0.4924, 0.0031, 0.0122, -0.1599, 0.0932, 0.0204, -0.0281, 1.0671, 0.0908, 0.0816, 0.1161, 0.1256, 0.0810, 0.1000, 0.0879, 0.1114, 0.1412, 0.1197, 0.1372, 0.1692, 0.0596],
  "e_tot_ha": -819.09589,
  "homo_lumo_gap_ev": 10.7,
  "charge": 1,
  "homo_energy_ev": -13.5,
  "e_above_lowest_ev": 0.719
}

[11]
{
  "formula": "C6H13N2S",
  "method": "ωB97M-V with the def2-TZVPD basis set",
  "symbols": ["C", "C", "N", "C", "C", "S", "N", "C", "C", "H", "H", "H", "H", "H", "H", "H", "H", "H", "H", "H", "H", "H"],
  "positions_angstrom": [[0.65, -1.67, 0.82], [-0.14, -0.78, 0.23], [-0.02, -0.27, -1.01], [1.04, 0.03, -1.59], [2.43, 0.15, -1.19], [2.70, 1.95, -1.27], [-1.40, -0.27, 0.97], [-1.14, 1.20, 1.19], [-2.72, -0.43, 0.18], [1.50, -1.96, 0.13], [0.50, -2.35, 1.70], [0.71, 0.37, -2.57], [2.54, -0.12, -0.13], [3.15, -0.33, -1.74], [4.04, 1.99, -1.24], [-1.63, -0.76, 1.82], [-2.00, 1.64, 1.83], [-0.23, 1.36, 1.68], [-0.98, 1.71, 0.23], [-2.95, 0.58, -0.04], [-2.58, -0.99, -0.79], [-3.47, -1.04, 0.80]],
  "lowdin_charge": [0.1261, -0.3505, 0.1029, -0.2500, -0.4999, 0.7607, -0.0907, -0.0009, 0.0338, 0.1038, 0.0997, 0.1289, 0.0698, 0.0683, -0.1218, 0.1617, 0.1526, 0.0778, 0.1093, 0.0727, 0.1147, 0.1309],
  "e_tot_ha": -743.77421,
  "homo_lumo_gap_ev": 9.0,
  "charge": 1,
  "homo_energy_ev": -12.6,
  "e_above_lowest_ev": 3.353
}